1.
This record from OMol25 describes a structure of composition C45H44P2Ti in a non-equilibrium geometry. The level of theory is ωB97M-V/def2-TZVPD.

Positions of all 92 atoms, in Å:
1 Ti -0.29 1.53 -0.13
2 C 3.43 -1.31 3.51
3 C 3.14 -2.22 2.59
4 C 1.97 -3.17 2.51
5 C 0.59 -2.56 2.20
6 C -0.19 -2.02 3.36
7 C 0.31 -1.51 4.50
8 C 1.60 -1.90 5.22
9 C 2.87 -1.08 4.88
10 C 0.16 3.66 -0.32
11 H 4.21 -0.59 3.28
12 H 3.80 -2.28 1.71
13 H 1.90 -3.75 3.44
14 H 2.18 -3.88 1.69
15 H 0.63 -1.72 1.44
16 H -0.02 -3.30 1.65
17 H -1.19 -1.69 3.03
18 H -0.22 -0.72 5.01
19 H 1.80 -2.95 5.02
20 H 1.44 -1.78 6.31
21 H 2.61 -0.01 4.93
22 H 3.61 -1.25 5.69
23 H 0.77 4.19 0.43
24 H -0.95 3.86 -0.22
25 H 0.54 3.71 -1.36
26 P -0.31 -0.36 -2.85
27 P -2.44 0.46 -1.31
28 C -1.24 -1.77 -2.18
29 C -2.35 -1.37 -1.53
30 C -0.42 -0.84 -4.67
31 C -0.88 -2.08 -5.15
32 C -0.82 -2.39 -6.51
33 C -0.34 -1.45 -7.42
34 C 0.10 -0.21 -6.96
35 C 0.06 0.09 -5.60
36 C 1.37 -0.93 -2.47
37 C 1.87 -0.32 -1.33
38 C 3.17 -0.60 -0.96
39 C 3.97 -1.45 -1.72
40 C 3.43 -2.12 -2.82
41 C 2.10 -1.87 -3.21
42 C -3.98 0.61 -2.52
43 C -3.82 0.35 -3.89
44 C -4.91 0.35 -4.78
45 C -6.20 0.62 -4.33
46 C -6.38 0.87 -2.97
47 C -5.29 0.83 -2.07
48 C -3.32 0.46 0.32
49 C -3.60 1.74 0.79
50 C -4.31 1.88 1.98
51 C -4.76 0.76 2.65
52 C -4.46 -0.52 2.18
53 C -3.71 -0.68 1.02
54 H -0.88 -2.78 -2.28
55 H -3.21 -1.98 -1.27
56 H -1.30 -2.81 -4.46
57 H -1.16 -3.37 -6.85
58 H -0.32 -1.69 -8.48
59 H 0.47 0.53 -7.67
60 H 0.37 1.07 -5.25
61 H 1.32 0.45 -0.70
62 H 3.52 -0.14 -0.05
63 H 5.03 -1.56 -1.44
64 H 4.06 -2.81 -3.39
65 H 1.66 -2.41 -4.05
66 H -2.82 0.18 -4.30
67 H -4.75 0.16 -5.83
68 H -7.05 0.61 -5.02
69 H -7.37 1.09 -2.61
70 H -5.50 1.02 -1.02
71 H -3.19 2.62 0.26
72 H -4.49 2.87 2.36
73 H -5.38 0.86 3.55
74 H -4.78 -1.41 2.72
75 H -3.41 -1.69 0.69
76 C 5.42 3.11 2.92
77 C 5.00 2.86 1.59
78 C 3.68 2.57 1.28
79 C 2.69 2.36 2.27
80 C 1.30 2.03 2.01
81 C 0.47 1.96 3.11
82 C 0.93 2.16 4.45
83 C 2.23 2.49 4.74
84 C 3.13 2.62 3.65
85 C 4.47 3.05 3.91
86 H 6.47 3.38 3.13
87 H 5.75 2.93 0.80
88 H 3.38 2.46 0.24
89 H -0.60 1.78 2.97
90 H 0.25 2.14 5.30
91 H 2.61 2.66 5.76
92 H 4.76 3.27 4.93

E_tot: -3272.4562 Eh
maximum force: 4.2 eV/A
HOMO-LUMO gap (alpha / beta): 0.1641 / 0.1634 hartree
HOMO energy (alpha / beta): -12.757 / -12.756 eV
net charge: +2

=====

2.
This record from OMol25 describes a cluster of 10 separate species, C37H54BO29S6 in total in a non-equilibrium geometry. The level of theory is ωB97M-V/def2-TZVPD.

Positions of all 127 atoms, in Å:
1 O -8.02 13.69 9.21
2 C -9.15 13.27 9.41
3 O -9.59 12.06 9.32
4 B -11.03 12.02 9.76
5 O -11.34 13.39 10.09
6 C -10.30 14.15 9.94
7 O -10.27 15.34 10.17
8 O -11.34 11.15 10.96
9 C -11.96 10.04 10.48
10 O -12.25 8.98 11.11
11 C -12.34 10.41 9.03
12 O -11.96 11.61 8.68
13 O -13.08 9.65 8.34
14 C -11.58 10.44 2.02
15 C -12.25 10.83 0.73
16 O -11.28 11.12 -0.20
17 S -9.95 10.12 -0.02
18 O -8.65 10.73 -0.32
19 O -10.19 8.82 -0.59
20 O -10.24 10.11 1.62
21 H -12.05 9.72 2.69
22 H -11.43 11.26 2.71
23 H -12.60 11.82 1.03
24 H -13.19 10.30 0.59
25 C -18.02 6.29 3.96
26 C -19.15 6.42 2.90
27 O -20.37 6.09 3.53
28 S -20.28 5.70 5.19
29 O -20.97 4.46 5.59
30 O -20.58 6.90 5.92
31 O -18.61 5.49 5.02
32 H -17.76 7.28 4.32
33 H -17.20 5.74 3.51
34 H -19.20 5.59 2.20
35 H -19.24 7.34 2.32
36 C -4.16 21.12 8.97
37 C -5.27 20.39 9.76
38 O -4.86 20.28 11.11
39 S -3.55 21.29 11.48
40 O -2.36 20.44 11.60
41 O -3.97 22.15 12.61
42 O -3.64 22.02 9.92
43 H -4.63 21.76 8.23
44 H -3.34 20.49 8.61
45 H -5.46 19.49 9.17
46 H -6.31 20.73 9.83
47 O -3.36 18.59 3.18
48 S -3.57 18.01 1.87
49 O -2.71 18.16 0.67
50 O -3.82 16.37 2.10
51 C -4.65 16.02 3.24
52 C -5.27 14.65 2.89
53 C -5.30 18.44 1.28
54 H -5.44 16.74 3.49
55 H -4.05 15.98 4.14
56 H -6.29 14.85 2.57
57 H -5.31 14.01 3.77
58 H -4.67 14.19 2.11
59 H -5.87 18.62 2.20
60 H -5.81 17.66 0.71
61 H -5.24 19.38 0.73
62 O -18.17 12.11 3.50
63 S -18.98 12.96 4.33
64 O -18.53 14.32 4.64
65 O -20.54 13.12 3.78
66 C -21.00 11.90 3.26
67 C -20.78 11.91 1.75
68 C -19.15 12.16 6.00
69 H -22.08 11.90 3.44
70 H -20.63 10.99 3.72
71 H -21.40 11.07 1.41
72 H -19.72 11.82 1.53
73 H -21.24 12.76 1.25
74 H -18.18 11.86 6.39
75 H -19.81 11.31 6.07
76 H -19.43 13.02 6.61
77 O -10.55 18.39 17.49
78 S -9.17 18.94 17.51
79 O -8.66 19.59 18.69
80 O -8.06 17.85 16.85
81 C -8.19 17.32 15.59
82 C -6.91 16.44 15.37
83 C -8.98 20.38 16.22
84 H -8.33 18.09 14.83
85 H -9.04 16.63 15.62
86 H -7.24 15.60 14.76
87 H -6.35 16.08 16.23
88 H -6.30 17.08 14.75
89 H -7.95 20.73 16.23
90 H -9.63 21.16 16.60
91 H -9.23 20.06 15.21
92 C -7.25 5.47 11.61
93 C -6.58 5.81 10.45
94 C -5.78 4.88 9.90
95 C -5.71 3.59 10.40
96 C -6.39 3.27 11.60
97 C -7.26 4.24 12.14
98 H -7.97 6.19 11.98
99 H -6.74 6.78 10.02
100 H -5.26 5.04 8.96
101 H -5.07 2.87 9.92
102 H -6.35 2.28 12.02
103 H -7.83 3.99 13.03
104 C -20.93 7.74 12.93
105 C -19.71 7.14 12.56
106 C -19.40 5.91 13.13
107 C -20.34 5.34 13.97
108 C -21.61 5.89 14.19
109 C -21.88 7.13 13.63
110 H -21.19 8.69 12.49
111 H -18.99 7.72 11.99
112 H -18.43 5.47 12.97
113 H -20.08 4.40 14.42
114 H -22.39 5.43 14.77
115 H -22.85 7.59 13.68
116 C -10.44 4.19 5.95
117 C -9.32 3.83 5.35
118 C -8.88 2.48 5.39
119 C -9.77 1.54 5.98
120 C -10.94 1.94 6.56
121 C -11.22 3.24 6.58
122 H -10.73 5.22 5.88
123 H -8.72 4.48 4.73
124 H -8.02 2.18 4.81
125 H -9.56 0.48 5.97
126 H -11.60 1.16 6.91
127 H -12.19 3.42 7.02

E_tot: -6038.1606 Eh
relative energy (zero: lowest compared OMol25 entry of this formula, charge and spin): 7.499 eV
maximum force: 5.9 eV/A
HOMO-LUMO gap: 0.3196 hartree
HOMO energy: -7.498 eV
net charge: -1

=====

3.
This record from OMol25 describes a structure of composition C16H28IN4O2Ru in a non-equilibrium geometry. The level of theory is ωB97M-V/def2-TZVPD.

Positions of all 52 atoms, in Å:
1 C -1.58 -2.92 -0.75
2 I -0.95 -3.87 1.93
3 H -2.09 -3.24 -1.66
4 H -2.34 -2.68 -0.05
5 H -1.00 -3.81 -0.68
6 C 3.69 -0.86 1.06
7 C 3.68 -1.82 0.09
8 N 2.36 -2.17 -0.13
9 C 1.52 -1.40 0.67
10 N 2.38 -0.59 1.38
11 H 4.50 -0.37 1.53
12 H 4.47 -2.28 -0.42
13 C -3.88 0.99 1.73
14 C -2.06 0.36 0.53
15 N -2.50 0.78 1.76
16 H -5.31 0.67 0.08
17 N -3.21 0.26 -0.23
18 H -4.39 1.37 2.59
19 Ru -0.06 -0.27 0.03
20 C -0.68 -1.67 -1.15
21 O -0.15 -1.42 -2.29
22 C -4.32 0.66 0.50
23 C -3.34 -0.20 -1.61
24 H -4.22 0.32 -2.04
25 H -3.51 -1.29 -1.66
26 H -2.45 0.07 -2.22
27 C -1.69 0.96 2.92
28 H -2.35 1.27 3.72
29 H -0.94 1.74 2.76
30 H -1.19 0.02 3.20
31 C 1.99 0.32 2.43
32 H 2.25 -0.13 3.40
33 H 0.90 0.48 2.37
34 H 2.51 1.28 2.29
35 C 2.01 -3.32 -0.92
36 H 1.34 -4.00 -0.37
37 H 2.95 -3.82 -1.17
38 H 1.53 -3.00 -1.86
39 C 2.45 1.77 -1.24
40 C 1.02 2.18 -0.98
41 C 0.92 3.65 -0.57
42 C 0.15 1.88 -2.20
43 O 0.59 1.52 0.20
44 H 2.85 2.48 -1.96
45 H 2.50 0.76 -1.67
46 H 3.02 1.81 -0.32
47 H 1.40 4.21 -1.37
48 H -0.12 3.97 -0.48
49 H 1.46 3.83 0.38
50 H 0.17 0.82 -2.48
51 H -0.88 2.20 -2.03
52 H 0.59 2.49 -3.00

spin multiplicity: 6
E_tot: -1388.2931 Eh
relative energy (zero: lowest compared OMol25 entry of this formula, charge and spin): 0.680 eV
maximum force: 4.7 eV/A
⟨S²⟩: 8.774
HOMO-LUMO gap (alpha / beta): 0.0740 / 0.2195 hartree
HOMO energy (alpha / beta): 2.911 / -1.186 eV
net charge: -2

=====

4.
This record from OMol25 describes a cluster of 2 separate species, C5H11NOS in total in a non-equilibrium geometry. The level of theory is ωB97M-V/def2-TZVPD.

Positions of all 19 atoms, in Å:
1 O -0.60 1.78 -2.12
2 C 0.56 1.61 -1.64
3 C 0.82 1.42 -0.11
4 C -0.40 1.02 0.68
5 C -0.05 0.15 1.82
6 S 1.19 -1.04 1.64
7 C 0.14 -2.56 1.23
8 N 1.22 0.41 -1.17
9 H 1.29 2.35 -2.02
10 H 1.70 1.57 0.51
11 H -0.95 1.91 0.97
12 H -1.06 0.52 -0.07
13 H -0.15 0.61 2.80
14 H -2.28 -0.24 -2.19
15 H -0.46 -2.28 0.36
16 H 0.77 -3.41 0.99
17 H -0.50 -2.79 2.08
18 H -1.80 -0.69 -2.52
19 H 0.56 -0.36 -1.25

E_tot: -725.0360 Eh
relative energy (zero: lowest compared OMol25 entry of this formula, charge and spin): 7.861 eV
maximum force: 4.1 eV/A
HOMO-LUMO gap: 0.1935 hartree
HOMO energy: -7.966 eV
net charge: 0

=====

5.
This record from OMol25 describes a cluster of 5 separate species, C25H46Cl3IN5O12 in total in a non-equilibrium geometry. The level of theory is ωB97M-V/def2-TZVPD.

Positions of all 92 atoms, in Å:
1 C 0.52 -4.92 1.27
2 C 0.34 -3.43 1.70
3 Cl 1.99 -2.62 1.84
4 C -0.42 -2.54 0.60
5 Cl -1.58 -3.55 -0.40
6 C -1.16 -1.36 1.29
7 C -2.25 -1.70 2.25
8 C -2.74 -3.13 2.58
9 C -4.28 -3.25 2.10
10 N -4.66 -4.65 1.82
11 N -4.39 -2.38 0.89
12 N -5.23 -2.72 3.12
13 C -2.91 -0.57 2.94
14 C -2.41 0.77 2.56
15 I -3.28 2.49 3.52
16 N -1.44 1.00 1.66
17 N -0.90 -0.04 1.12
18 Cl 0.34 0.34 -0.02
19 H 1.02 -5.03 0.28
20 H -0.47 -5.43 1.33
21 H 1.18 -5.43 2.03
22 H -0.12 -3.34 2.71
23 H 0.37 -2.24 -0.12
24 H -2.71 -3.26 3.70
25 H -2.14 -3.95 2.14
26 H -5.58 -4.77 2.25
27 H -4.85 -4.73 0.82
28 H -5.35 -2.08 0.74
29 H -4.09 -2.88 0.06
30 H -5.47 -1.75 2.87
31 H -4.75 -2.71 4.02
32 H -3.72 -0.71 3.68
33 C 4.35 -2.52 -0.60
34 C 5.15 -3.26 -1.66
35 O 4.54 -3.13 -2.95
36 C 4.70 -1.95 -3.56
37 O 5.30 -1.00 -3.12
38 O 4.04 -1.99 -4.72
39 C 4.04 -0.75 -5.43
40 H 3.31 -2.86 -0.60
41 H 4.78 -2.69 0.39
42 H 4.34 -1.45 -0.79
43 H 5.17 -4.32 -1.43
44 H 6.19 -2.91 -1.69
45 H 5.05 -0.37 -5.58
46 H 3.43 -0.02 -4.90
47 H 3.59 -0.93 -6.41
48 C -4.06 8.50 -1.26
49 C -2.91 7.75 -1.90
50 O -1.90 7.42 -0.94
51 C -2.19 6.40 -0.13
52 O -3.20 5.74 -0.15
53 O -1.17 6.24 0.72
54 C -1.40 5.24 1.71
55 H -3.70 9.37 -0.71
56 H -4.78 8.82 -2.01
57 H -4.58 7.87 -0.53
58 H -2.43 8.40 -2.64
59 H -3.25 6.86 -2.43
60 H -1.67 4.29 1.25
61 H -2.17 5.57 2.40
62 H -0.47 5.10 2.26
63 C 0.98 -1.87 -3.42
64 C 0.40 -2.85 -4.42
65 O -0.95 -2.50 -4.77
66 C -1.07 -1.46 -5.61
67 O -0.17 -0.82 -6.08
68 O -2.38 -1.25 -5.81
69 C -2.66 -0.10 -6.61
70 H 0.33 -1.79 -2.54
71 H 1.97 -2.19 -3.10
72 H 1.06 -0.87 -3.85
73 H 0.35 -3.84 -3.97
74 H 1.02 -2.93 -5.32
75 H -2.13 -0.14 -7.56
76 H -2.40 0.81 -6.06
77 H -3.73 -0.09 -6.81
78 C 4.89 3.67 5.10
79 C 4.93 2.21 5.51
80 O 3.62 1.62 5.46
81 C 3.16 1.33 4.25
82 O 3.74 1.51 3.21
83 O 1.93 0.82 4.38
84 C 1.29 0.56 3.14
85 H 4.16 4.22 5.70
86 H 5.87 4.13 5.22
87 H 4.59 3.78 4.06
88 H 5.26 2.14 6.55
89 H 5.63 1.64 4.90
90 H 1.90 -0.07 2.50
91 H 1.05 1.50 2.64
92 H 0.35 0.04 3.35

E_tot: -3834.8308 Eh
maximum force: 4.0 eV/A
HOMO-LUMO gap: 0.2747 hartree
HOMO energy: -12.462 eV
net charge: +1

=====

6.
This record from OMol25 describes a structure of composition C44H47BCsIN14OP2S2Se in a non-equilibrium geometry. The level of theory is ωB97M-V/def2-TZVPD.

Positions of all 114 atoms, in Å:
1 Cs 0.56 -0.32 -0.36
2 N -3.44 -5.78 -1.48
3 C -3.15 -4.52 -0.97
4 S -1.50 -4.22 -0.51
5 N -4.17 -3.71 -0.89
6 N -3.82 -2.44 -0.47
7 C -4.77 -1.74 0.01
8 C -4.65 -0.41 0.62
9 C -5.74 -0.02 1.41
10 C -5.75 1.14 2.18
11 C -4.60 1.93 2.18
12 C -3.52 1.60 1.40
13 C -3.50 0.46 0.53
14 O -2.51 0.26 -0.27
15 H -2.63 -6.22 -1.87
16 H -4.25 -5.78 -2.08
17 H -5.76 -2.21 0.07
18 H -6.60 -0.67 1.43
19 H -6.61 1.40 2.78
20 H -4.57 2.83 2.79
21 H -2.63 2.23 1.38
22 C 3.26 1.42 -4.00
23 C 2.18 0.91 -3.25
24 N 2.61 0.32 -2.14
25 N 3.95 0.43 -2.14
26 C 4.37 1.08 -3.25
27 B 4.82 -0.30 -1.11
28 N 4.43 -1.80 -1.10
29 C 5.04 -2.78 -1.81
30 C 4.26 -3.91 -1.72
31 C 3.16 -3.51 -0.93
32 N 3.28 -2.24 -0.56
33 N 4.67 0.30 0.32
34 C 5.62 0.26 1.27
35 C 5.11 0.79 2.43
36 C 3.79 1.15 2.07
37 N 3.54 0.84 0.80
38 H 3.23 1.93 -4.95
39 H 1.12 0.93 -3.48
40 H 5.42 1.26 -3.43
41 H 5.98 -0.21 -1.44
42 H 5.97 -2.60 -2.32
43 H 4.44 -4.88 -2.17
44 H 2.29 -4.09 -0.64
45 H 6.60 -0.15 1.05
46 H 5.60 0.92 3.38
47 H 3.03 1.61 2.68
48 C 0.49 3.62 1.54
49 P 0.01 2.85 -0.08
50 C 1.32 3.65 -1.10
51 C -1.46 3.84 -0.54
52 C -1.76 5.09 0.02
53 C -2.93 5.75 -0.32
54 C -3.81 5.17 -1.22
55 C -3.51 3.95 -1.79
56 C -2.34 3.26 -1.47
57 P -1.81 1.71 -2.34
58 C -3.44 1.11 -3.00
59 C -1.30 2.64 -3.91
60 H 0.74 4.68 1.45
61 H 1.37 3.09 1.90
62 H -0.31 3.50 2.27
63 H 1.29 4.74 -1.01
64 H 1.21 3.37 -2.15
65 H 2.29 3.28 -0.77
66 H -1.09 5.53 0.74
67 H -3.15 6.71 0.13
68 H -4.73 5.68 -1.48
69 H -4.21 3.51 -2.50
70 H -3.69 1.60 -3.95
71 H -4.22 1.29 -2.26
72 H -3.40 0.04 -3.17
73 H -2.09 3.31 -4.27
74 H -1.07 1.91 -4.69
75 H -0.40 3.24 -3.72
76 N 2.84 2.31 7.29
77 C 1.78 2.72 6.56
78 S 1.13 4.21 6.79
79 C 1.28 1.73 5.55
80 C 0.05 1.89 4.94
81 C -0.39 0.92 4.05
82 N 0.31 -0.17 3.76
83 C 1.50 -0.31 4.31
84 C 2.03 0.61 5.21
85 H 3.08 2.91 8.06
86 H 3.02 1.33 7.39
87 H -0.55 2.76 5.16
88 H -1.36 1.02 3.55
89 H 2.07 -1.19 4.01
90 H 3.04 0.45 5.58
91 I -1.73 -4.28 5.56
92 C -0.24 -3.93 4.13
93 C 1.00 -4.53 4.27
94 C 1.96 -4.25 3.31
95 C 1.64 -3.37 2.28
96 N 0.44 -2.81 2.16
97 C -0.49 -3.08 3.06
98 H 1.21 -5.20 5.09
99 H 2.95 -4.70 3.36
100 H 2.37 -3.09 1.53
101 H -1.46 -2.61 2.92
102 Se -1.64 -1.80 -1.96
103 N -0.08 -2.03 -2.71
104 C -0.29 -2.56 -3.94
105 C 0.72 -2.98 -4.84
106 C 0.36 -3.52 -6.05
107 C -1.00 -3.65 -6.41
108 C -2.00 -3.25 -5.56
109 C -1.66 -2.71 -4.30
110 N -2.56 -2.29 -3.37
111 H 1.76 -2.88 -4.55
112 H 1.12 -3.85 -6.74
113 H -1.26 -4.08 -7.38
114 H -3.05 -3.34 -5.82

E_tot: -6770.0301 Eh
maximum force: 1.5 eV/A
HOMO-LUMO gap: 0.1563 hartree
HOMO energy: -1.539 eV
net charge: -2